Record 1
# C41H29F3NNiP2S2

A structure of composition C41H29F3NNiP2S2 (ωB97M-V with the def2-TZVPD basis set, the OMol25 dataset).

## Properties
- Orbital gap (alpha / beta): 7.24 / 7.31 eV
- Charge: -1
- Multiplicity: 3
- Energy relative to the best compared isomer or geometry (same formula, charge and spin): 0.00 kcal/mol
- F_max: 0.07546 hartree/bohr

Each line ends with the Mulliken spin population.
Atoms and positions in Å:
Ni 0.435 0.329 -2.139  1.66
S 2.911 -0.132 -0.821  0.08
P 1.361 -0.846 0.333  -0.01
C 0.008 -0.906 -0.636  0.13
P -1.678 -0.541 -0.710  -0.04
S -2.018 -0.328 -2.745  0.11
C -2.867 -1.775 -0.100  0.00
C -2.623 -2.391 1.161  0.00
C -3.446 -3.376 1.647  0.00
C -4.594 -3.712 0.899  0.00
C -4.860 -3.179 -0.340  0.00
C -3.983 -2.213 -0.811  0.01
C -2.177 0.931 0.182  0.01
C -1.759 2.214 -0.306  -0.02
C -2.184 3.343 0.376  0.00
C -3.069 3.197 1.415  0.00
C -3.434 1.993 1.969  0.00
C -3.038 0.855 1.249  0.00
C 1.139 0.422 1.681  0.00
C 1.725 1.702 1.705  0.00
C 1.281 2.622 2.627  0.00
C 0.304 2.331 3.550  0.00
C -0.300 1.080 3.542  0.00
C 0.101 0.119 2.576  0.00
C 1.766 -2.378 1.329  -0.04
C 2.852 -2.559 2.150  0.00
C 3.139 -3.782 2.694  0.00
C 2.342 -4.878 2.411  0.00
C 1.072 -4.684 1.789  0.00
C 0.868 -3.443 1.164  0.03
H -1.750 -2.130 1.665  0.00
H -3.296 -3.908 2.579  0.00
H -5.261 -4.499 1.258  0.00
H -5.783 -3.424 -0.868  0.00
H -4.181 -1.719 -1.759  0.00
H -1.099 2.268 -1.117  0.02
H -1.722 4.333 -0.004  0.00
H -3.357 4.129 1.979  0.00
H -4.158 1.792 2.810  0.00
H -3.498 -0.115 1.556  0.00
H 2.571 1.855 1.010  0.00
H 1.877 3.540 2.790  0.00
H -0.074 3.064 4.267  0.00
H -1.113 0.918 4.250  0.00
H -0.511 -0.786 2.624  0.00
H 3.454 -1.755 2.418  0.00
H 3.990 -3.812 3.377  0.00
H 2.592 -5.818 3.011  0.00
H 0.514 -5.599 1.642  0.00
H -0.004 -3.329 0.561  0.01
F 0.493 9.219 -1.085  0.00
C 1.338 8.965 -2.102  0.00
F 1.101 9.894 -3.084  0.00
F 2.594 9.238 -1.638  0.00
C 1.226 7.529 -2.551  0.01
C -0.043 6.927 -2.868  0.00
C -0.145 5.544 -3.029  0.01
C 0.961 4.747 -2.968  -0.01
C 2.202 5.359 -2.668  0.01
C 2.362 6.710 -2.530  0.00
C 0.837 3.347 -3.024  0.03
C 0.751 2.121 -2.860  -0.03
H -0.942 7.558 -2.860  0.00
H -1.094 5.127 -3.344  0.00
H 3.077 4.794 -2.531  0.00
H 3.343 7.039 -2.289  0.00
N 1.523 -8.859 -0.792  0.00
C 1.592 -7.731 -1.124  0.00
C 1.747 -6.323 -1.356  0.00
C 0.644 -5.645 -1.893  0.00
C 0.762 -4.341 -2.213  0.01
C 1.948 -3.683 -1.949  0.00
C 3.026 -4.293 -1.297  0.00
C 2.951 -5.681 -1.027  0.00
H -0.318 -6.149 -2.060  0.00
H -0.065 -3.909 -2.733  0.00
H 1.993 -2.632 -2.289  -0.01
H 3.856 -3.672 -1.092  0.00
H 3.818 -6.215 -0.637  0.00



Record 2
# C10H16As2S3SbV

A structure of composition C10H16As2S3SbV (ωB97M-V with the def2-TZVPD basis set, the OMol25 dataset).

## Properties
- Orbital gap (alpha / beta): 7.36 / 6.52 eV
- Charge: +1
- Multiplicity: 4
- Energy relative to the best compared isomer or geometry (same formula, charge and spin): 18.05 kcal/mol
- F_max: 0.05952 hartree/bohr

Each line ends with the natural charge from an NBO analysis.
Atoms and positions in Å:
V -0.132 0.035 -0.013  0.01
C 3.833 -0.079 -0.600  -0.91
As 2.217 -0.192 0.531  1.06
C 2.826 -1.705 1.616  -0.92
C 2.490 1.359 1.704  -0.36
C 3.386 1.384 2.768  -0.14
C 3.411 2.464 3.641  -0.19
C 2.556 3.536 3.446  -0.18
C 1.691 3.547 2.361  -0.20
C 1.656 2.466 1.485  -0.33
As 0.395 2.347 -0.007  1.04
C -0.741 3.942 0.118  -0.92
C 1.504 2.884 -1.543  -0.91
H 4.710 -0.218 0.042  0.24
H 3.904 0.884 -1.111  0.24
H 3.794 -0.885 -1.342  0.25
H 3.866 -1.562 1.936  0.24
H 2.775 -2.609 0.995  0.25
H 2.174 -1.834 2.485  0.25
H 4.051 0.540 2.936  0.21
H 4.087 2.461 4.483  0.23
H 2.552 4.359 4.145  0.23
H 1.030 4.394 2.197  0.22
H -1.363 3.919 1.019  0.25
H -1.399 3.951 -0.762  0.25
H -0.125 4.851 0.103  0.25
H 2.270 3.612 -1.246  0.25
H 0.854 3.339 -2.299  0.25
H 1.973 1.991 -1.974  0.24
S -0.756 -1.489 1.519  -0.27
Sb -2.097 -1.888 -0.525  1.06
S -2.413 0.392 0.151  -0.30
S -0.168 -1.123 -1.854  -0.39



Record 3
# C4H10N

The ion C4H10N with charge +1 (ωB97M-V with the def2-TZVPD basis set, the OMol25 dataset).

## Properties
- Orbital gap: 10.63 eV
- Charge: +1
- Structure (SMILES): C=C([NH3+])CC
- Energy relative to the best compared isomer or geometry (same formula, charge and spin): 50.49 kcal/mol
- F_max: 0.09200 hartree/bohr

Each line ends with the natural charge from an NBO analysis.
Atoms and positions in Å:
C -1.370 1.040 0.396  -0.64
C -0.386 0.620 -0.700  -0.52
C 0.647 -0.166 -0.182  0.15
C 1.954 0.060 -0.479  -0.32
N 0.186 -1.465 0.483  -0.72
H -2.359 1.543 0.007  0.26
H -0.901 1.744 1.180  0.23
H -1.849 0.247 1.059  0.20
H 0.057 1.428 -1.239  0.26
H -1.116 0.278 -1.463  0.26
H 2.353 1.056 -0.695  0.27
H 2.624 -0.827 -0.244  0.21
H -0.183 -1.391 1.435  0.46
H -0.619 -2.029 -0.033  0.46
H 0.961 -2.139 0.476  0.45